[1]
Formula: C6H8N2O4Si
Source: OMol25
Level of theory: ωB97M-V/def2-TZVPD

Element x y z (Å)
1 O -4.62 -1.96 1.53
2 N -3.50 -2.05 1.13
3 O -2.89 -0.79 1.13
4 Si -2.61 -0.28 2.78
5 H -1.22 0.17 2.84
6 H -3.53 0.85 3.02
7 H -2.90 -1.32 3.77
8 C 1.68 0.00 -3.01
9 C 1.55 1.32 -2.58
10 C 1.43 1.60 -1.23
11 C 1.44 0.56 -0.31
12 C 1.56 -0.76 -0.73
13 C 1.68 -1.04 -2.09
14 N 1.34 0.85 1.12
15 O 1.21 2.01 1.45
16 O 1.39 -0.08 1.90
17 H 1.78 -0.21 -4.07
18 H 1.55 2.13 -3.30
19 H 1.33 2.63 -0.90
20 H 1.57 -1.58 -0.02
21 H 1.78 -2.06 -2.42

Properties
SMILES: O=[N+]([O-])c1ccccc1.O=NO[SiH3]
Molecular weight: 200.2 u
Electronic energy: -933.212835 Eh
Gap between HOMO and LUMO: 0.3555 Ha
E_HOMO: -0.3758 Eh

---

[2]
Formula: C6H8N2O5P2
Source: OMol25
Level of theory: ωB97M-V/def2-TZVPD

Element x y z (Å)
1 C -3.10 1.02 -0.57
2 C -1.95 -1.10 -0.25
3 C -2.04 1.66 0.01
4 C -0.87 -0.43 0.35
5 C -3.13 -0.51 -0.64
6 C 2.51 -0.35 0.95
7 N -1.05 0.89 0.48
8 N 0.14 -0.98 1.01
9 O 1.40 0.67 -1.11
10 O 3.72 1.62 -0.42
11 O -4.16 -1.04 -1.06
12 O 1.52 2.33 0.77
13 O 2.58 -1.91 -1.41
14 P 3.15 -1.70 -0.04
15 P 2.37 1.28 0.07
16 H -3.97 1.57 -0.82
17 H -2.02 -2.15 -0.19
18 H -2.12 2.78 -0.05
19 H 2.66 -0.40 2.04
20 H -0.34 1.51 0.88
21 H 0.30 -1.85 0.53
22 H 1.79 -0.21 -1.32
23 H 2.60 -2.69 0.78

Properties
Total charge: -2
Molecular weight: 250.1 u
Electronic energy: -1401.923406 Eh
Gap between HOMO and LUMO (alpha / beta): 0.2385 / 0.2385 Ha
Energy above the lowest of the compared OMol25 structures with the same formula, charge and spin: 68.4 kcal per mole
E_HOMO (alpha / beta): -0.0284 / -0.0285 Eh

---

[3]
Formula: C6H8N2OS
Source: OMol25
Level of theory: ωB97M-V/def2-TZVPD

Element x y z (Å)
1 C 1.33 2.29 -0.57
2 C 1.08 0.46 -1.67
3 C 0.64 1.42 0.25
4 C -0.45 -0.47 0.27
5 C 0.02 -1.73 0.91
6 C -1.89 -0.61 -0.34
7 N 1.64 1.64 -1.69
8 N 0.48 0.28 -0.51
9 O 0.35 0.41 2.68
10 S -0.42 0.96 1.52
11 H 1.76 3.33 -0.44
12 H 1.22 -0.28 -2.37
13 H -0.19 -2.55 0.28
14 H -0.55 -1.80 1.75
15 H 1.08 -1.70 1.12
16 H -2.54 -0.37 0.54
17 H -1.80 -1.55 -0.75
18 H -1.78 0.26 -0.98

Properties
Molecular weight: 156.2 u
Electronic energy: -816.263701 Eh
Gap between HOMO and LUMO: 0.3647 Ha
Energy above the lowest of the compared OMol25 structures with the same formula, charge and spin: 76.2 kcal per mole
E_HOMO: -0.3428 Eh